Formula: C6H13CeClN6O5S
Source: OMol25
Level of theory: ωB97M-V with the def2-TZVPD basis set

Calculated values
2S+1 = 2
Molecular weight = 456.8 g/mol
Net charge = -1
Orbital gap (spin up / spin down) = 7.200 / 7.528 eV
HOMO (spin up / spin down) = -4.5 / -4.8 eV

XYZ file:
```
33
Properties=species:S:1:pos:R:3:lowdin_spin:R:1
Ce -0.9132 0.6410 0.2405 1.00
N -1.7385 -1.9804 1.1794 0.00
C -0.7886 -1.7398 2.2814 0.00
C 0.5193 -1.2971 1.6411 0.00
O 1.0855 -2.1307 0.8751 0.01
N 0.8803 -0.0591 1.9225 0.00
C 2.1991 0.3314 1.3968 0.00
C 2.1765 0.6464 -0.0899 0.00
O 3.1118 0.3072 -0.8196 0.00
O 1.1026 1.2616 -0.4926 0.00
H -2.6585 -2.2016 1.5276 0.00
H -1.4074 -2.7684 0.6402 0.00
H -0.5816 -2.6177 2.8910 0.00
H -1.1775 -0.9532 2.9176 0.00
H 2.9386 -0.4477 1.5609 0.00
H 2.5045 1.2379 1.9193 0.00
N -0.2006 -1.3798 -1.5501 0.00
N 0.7790 -0.9187 -2.4503 0.00
C 0.6247 0.3120 -2.9970 0.00
N 1.7978 0.8756 -3.3746 0.00
S -0.8662 1.0510 -3.1752 0.00
H 0.2933 -1.9041 -0.8263 0.00
H -0.8293 -1.9863 -2.0518 0.00
H 1.7187 -1.1596 -2.1706 0.00
H 2.5279 0.7519 -2.6774 0.00
H 1.6685 1.8295 -3.6654 0.00
Cl -0.8689 2.7962 2.4063 0.00
C -1.3318 3.0989 0.6208 -0.01
H -0.6230 3.8555 0.3020 0.00
H -2.3067 3.5742 0.6858 0.00
O -3.0271 0.0508 -0.5843 0.00
N -3.6689 0.3697 0.4544 0.01
O -2.9401 0.5532 1.4625 0.00
```